No. 1
{"formula": "C5H9BN4O2", "method": "wB97M-V/def2-TZVPD", "species": ["C", "C", "C", "N", "N", "C", "B", "O", "O", "C", "N", "N", "H", "H", "H", "H", "H", "H", "H", "H", "H"], "xyz": [[3.797374, -0.464757, -0.384891], [2.795468, -0.635461, 0.772309], [1.423206, -0.196849, 0.376691], [1.051468, 1.049326, 0.681818], [-0.146692, 1.432760, 0.325920], [-0.925783, 0.552884, -0.312536], [-2.385594, 1.063338, -0.697622], [-2.487610, 1.905614, -1.767200], [-3.484697, 0.741351, 0.036758], [-3.609906, -0.566079, 0.602031], [-0.541162, -0.688689, -0.632943], [0.660523, -1.070586, -0.285843], [4.790000, -0.249329, 0.013095], [3.873824, -1.369733, -0.986605], [3.525961, 0.370867, -1.031348], [2.734922, -1.685648, 1.058520], [3.112006, -0.038065, 1.625766], [-3.191436, 2.557627, -1.647174], [-3.366387, -0.542502, 1.666221], [-4.649216, -0.873586, 0.493691], [-2.976270, -1.292483, 0.093342]], "forces_ev_per_a": [[0.187, 0.022, 0.130], [0.030, 0.020, -0.201], [-0.042, -0.038, -0.019], [0.013, -0.035, 0.028], [-0.041, -0.006, -0.020], [-0.008, -0.278, -0.258], [-0.092, 0.096, -0.059], [0.251, 0.561, 0.612], [0.016, -0.195, -0.362], [-0.072, 0.059, 0.354], [-0.029, 0.033, 0.062], [0.019, 0.014, 0.045], [-0.019, -0.071, -0.029], [-0.131, 0.077, -0.064], [-0.018, -0.032, 0.013], [0.083, 0.057, 0.110], [-0.080, -0.035, 0.024], [-0.181, -0.349, -0.324], [0.046, 0.000, -0.052], [0.034, 0.051, -0.020], [0.032, 0.048, 0.029]], "energy_ha": -590.29890, "spin_multiplicity": 1, "smiles": "CCc1nnc(B(O)OC)nn1"}

No. 2
{"formula": "C6H12NO", "method": "wB97M-V/def2-TZVPD", "species": ["C", "C", "C", "C", "C", "N", "C", "O", "H", "H", "H", "H", "H", "H", "H", "H", "H", "H", "H", "H"], "xyz": [[3.003630, -0.745933, 1.632679], [2.084609, -0.146793, 0.599952], [0.754431, -0.245343, 0.597644], [-0.058372, 0.654588, -0.330629], [-1.259876, 0.000560, -0.965949], [-2.192317, 0.999566, -1.552760], [-2.142428, -0.875971, -0.006025], [-3.336976, -0.725631, -0.050841], [2.560180, -1.604792, 2.126218], [3.996442, -0.856499, 1.212766], [3.128655, 0.013090, 2.416270], [2.608668, 0.402904, -0.175879], [0.274803, -0.751645, 1.425405], [0.651043, 1.020540, -1.078074], [-0.246034, 1.554344, 0.272167], [-0.905547, -0.736117, -1.692064], [-3.163152, 0.729790, -1.297279], [-1.951218, 1.927892, -1.190482], [-2.179176, 0.995214, -2.564233], [-1.627369, -1.609763, 0.621113]], "forces_ev_per_a": [[-0.548, 1.151, 0.081], [0.069, -0.678, 0.235], [0.532, 0.679, -0.308], [1.345, 0.089, 0.785], [-0.214, -1.094, 1.215], [-0.075, -0.115, -0.277], [-0.192, 0.997, -0.763], [0.375, -0.220, 0.256], [0.327, -0.328, -0.176], [0.043, -0.673, 0.052], [0.012, -0.053, -0.012], [-0.251, 0.181, -0.116], [-0.161, -0.100, -0.032], [-0.229, -0.160, -0.284], [-0.867, -0.109, -0.132], [-0.153, 0.320, -0.403], [0.102, -0.009, 0.476], [-0.290, -0.089, -0.211], [0.259, 0.276, -0.398], [-0.085, -0.066, 0.011]], "e_above_lowest_ev": 0.711, "spin_multiplicity": 1, "smiles": "C/C=C/C[C@H]([NH3+])C=O", "total_charge": 1}

No. 3
{"formula": "C23H32N4O2S", "method": "wB97M-V/def2-TZVPD", "species": ["C", "C", "C", "C", "N", "C", "C", "O", "N", "C", "C", "C", "C", "C", "C", "C", "O", "N", "C", "C", "C", "C", "C", "C", "C", "C", "N", "C", "C", "S", "H", "H", "H", "H", "H", "H", "H", "H", "H", "H", "H", "H", "H", "H", "H", "H", "H", "H", "H", "H", "H", "H", "H", "H", "H", "H", "H", "H", "H", "H", "H", "H"], "xyz": [[-7.557663, -0.792391, -0.447504], [-6.584429, -1.012903, 0.712251], [-7.042637, -2.177565, 1.591503], [-5.214355, -1.271022, 0.190125], [-4.195043, -0.526985, 0.409812], [-3.060596, -0.990403, -0.186838], [-1.710921, -0.381461, -0.083097], [-0.740411, -1.047387, -0.435213], [-1.570945, 0.860636, 0.422280], [-2.599767, 1.858280, 0.596648], [-2.505424, 2.898708, -0.524111], [-1.103345, 3.503860, -0.581429], [-0.057411, 2.394763, -0.715857], [1.365230, 2.949143, -0.783072], [2.396312, 1.839834, -1.015830], [2.815996, 1.215569, 0.308049], [3.023226, 1.913288, 1.287818], [2.969782, -0.127175, 0.359020], [2.731475, -1.032295, -0.744819], [3.342454, -0.704654, 1.636551], [4.862384, -0.647921, 1.871068], [5.596202, -1.316128, 0.748868], [6.086074, -0.581706, -0.329048], [6.715050, -1.250874, -1.363736], [6.837501, -2.630216, -1.290694], [6.318591, -3.270168, -0.176371], [5.714152, -2.636842, 0.812526], [-0.237908, 1.426852, 0.456215], [-3.241203, -2.148255, -0.891803], [-4.866606, -2.669294, -0.817914], [-8.549790, -0.568773, -0.063764], [-7.616409, -1.686873, -1.064266], [-7.230601, 0.038140, -1.069030], [-6.528085, -0.102002, 1.317077], [-7.096953, -3.092835, 1.005566], [-8.026904, -1.969087, 2.003091], [-6.347728, -2.331364, 2.413789], [-3.578586, 1.382426, 0.606869], [-2.433547, 2.345865, 1.563634], [-3.249320, 3.678810, -0.355558], [-2.731649, 2.413994, -1.476983], [-1.030879, 4.193806, -1.424857], [-0.910275, 4.070445, 0.332497], [-0.258122, 1.838791, -1.640435], [1.418033, 3.676119, -1.596340], [1.612505, 3.461112, 0.149024], [3.299268, 2.271104, -1.456101], [1.991395, 1.104251, -1.705664], [3.226120, -0.686698, -1.653047], [3.147920, -2.004979, -0.492747], [1.659158, -1.154671, -0.929397], [2.995710, -1.737500, 1.670057], [2.850077, -0.128436, 2.424587], [5.159310, 0.398066, 1.946888], [5.082965, -1.160238, 2.807185], [5.971753, 0.491690, -0.346808], [7.105594, -0.708001, -2.213147], [7.322811, -3.191382, -2.074015], [6.387035, -4.345120, -0.065632], [0.469731, 0.602158, 0.400657], [-0.097636, 1.953827, 1.404270], [-2.498692, -2.697951, -1.432797]], "forces_ev_per_a": [[0.088, 0.119, 0.192], [-0.341, -0.102, 0.023], [0.043, 0.240, 0.024], [-0.180, -0.532, -0.317], [-0.132, 0.364, 0.433], [-0.131, -0.934, -0.587], [0.243, 0.013, 0.127], [-0.020, -0.162, -0.164], [0.161, -0.021, 0.217], [-0.613, 0.353, -0.253], [0.140, 0.089, 0.301], [-0.093, -0.261, -0.316], [0.095, 0.330, 0.262], [-0.127, -0.193, -0.084], [-0.067, 0.252, 0.250], [0.056, -0.174, -0.407], [0.052, 0.307, 0.262], [0.060, -0.077, 0.222], [-0.255, -0.082, -0.385], [0.171, 0.201, 0.383], [-0.262, 0.004, -0.062], [0.131, 0.319, 0.016], [0.036, -0.116, -0.004], [-0.022, -0.058, 0.025], [-0.016, 0.066, -0.004], [0.154, -0.164, -0.297], [-0.229, -0.135, 0.413], [0.378, -0.181, -0.288], [-0.010, 0.197, 0.077], [0.234, 0.559, 0.312], [-0.132, 0.003, -0.004], [-0.065, -0.068, -0.098], [-0.011, 0.044, -0.102], [0.085, -0.096, -0.085], [-0.045, -0.130, -0.008], [-0.117, -0.034, 0.045], [0.031, -0.078, 0.075], [0.275, 0.252, 0.116], [-0.039, -0.022, 0.000], [-0.073, 0.001, -0.030], [-0.068, -0.015, -0.037], [0.054, 0.078, 0.017], [0.046, 0.079, 0.063], [-0.007, -0.047, 0.017], [0.004, 0.031, 0.015], [0.017, 0.082, -0.043], [0.030, -0.098, -0.025], [0.046, -0.040, -0.092], [0.002, -0.065, 0.000], [0.037, 0.026, -0.017], [0.063, -0.031, -0.052], [-0.007, 0.028, -0.024], [0.019, -0.171, -0.057], [-0.021, 0.005, 0.053], [0.076, 0.022, 0.015], [-0.011, 0.108, 0.025], [0.023, 0.034, -0.046], [0.037, -0.068, -0.046], [0.057, -0.086, -0.083], [-0.076, 0.091, 0.097], [0.008, 0.018, 0.011], [0.221, -0.074, -0.076]], "e_above_lowest_ev": 0.000, "spin_multiplicity": 1, "smiles": "CC(C)c1nc(C(=O)N2CCC[C@@H](CCC(=O)N(C)CCc3ccccn3)C2)cs1"}

Q: Which formula does entry 1 have?
A: C5H9BN4O2

Repeat the first record exactly.
{"formula": "C5H9BN4O2", "method": "wB97M-V/def2-TZVPD", "species": ["C", "C", "C", "N", "N", "C", "B", "O", "O", "C", "N", "N", "H", "H", "H", "H", "H", "H", "H", "H", "H"], "xyz": [[3.797374, -0.464757, -0.384891], [2.795468, -0.635461, 0.772309], [1.423206, -0.196849, 0.376691], [1.051468, 1.049326, 0.681818], [-0.146692, 1.432760, 0.325920], [-0.925783, 0.552884, -0.312536], [-2.385594, 1.063338, -0.697622], [-2.487610, 1.905614, -1.767200], [-3.484697, 0.741351, 0.036758], [-3.609906, -0.566079, 0.602031], [-0.541162, -0.688689, -0.632943], [0.660523, -1.070586, -0.285843], [4.790000, -0.249329, 0.013095], [3.873824, -1.369733, -0.986605], [3.525961, 0.370867, -1.031348], [2.734922, -1.685648, 1.058520], [3.112006, -0.038065, 1.625766], [-3.191436, 2.557627, -1.647174], [-3.366387, -0.542502, 1.666221], [-4.649216, -0.873586, 0.493691], [-2.976270, -1.292483, 0.093342]], "forces_ev_per_a": [[0.187, 0.022, 0.130], [0.030, 0.020, -0.201], [-0.042, -0.038, -0.019], [0.013, -0.035, 0.028], [-0.041, -0.006, -0.020], [-0.008, -0.278, -0.258], [-0.092, 0.096, -0.059], [0.251, 0.561, 0.612], [0.016, -0.195, -0.362], [-0.072, 0.059, 0.354], [-0.029, 0.033, 0.062], [0.019, 0.014, 0.045], [-0.019, -0.071, -0.029], [-0.131, 0.077, -0.064], [-0.018, -0.032, 0.013], [0.083, 0.057, 0.110], [-0.080, -0.035, 0.024], [-0.181, -0.349, -0.324], [0.046, 0.000, -0.052], [0.034, 0.051, -0.020], [0.032, 0.048, 0.029]], "energy_ha": -590.29890, "spin_multiplicity": 1, "smiles": "CCc1nnc(B(O)OC)nn1"}